Entry 1:
A structure of composition C25H19Cl5IrN4S3, computed with ωB97M-V/def2-TZVPD.

Energy above the lowest of the compared OMol25 structures with the same formula, charge and spin = 50.7 kcal/mol
Gap between HOMO and LUMO (spin up / spin down) = 5.866 / 5.576 eV
E_HOMO (spin up / spin down) = -8.02 / -7.99 eV
2S+1 = 2

Structure (XYZ):
```
57
Properties=species:S:1:pos:R:3:lowdin_charge:R:1
Ir 0.854 -0.736 0.583 0.88
Cl 0.572 -3.216 -1.046 0.77
C 0.541 -1.875 -2.137 -0.72
C 0.701 -0.637 -1.542 -0.39
C 0.666 0.465 -2.383 -0.72
Cl 0.897 2.028 -1.693 0.70
C 0.457 0.345 -3.755 -0.70
Cl 0.374 1.741 -4.757 0.69
C 0.302 -0.923 -4.316 -0.70
Cl 0.032 -1.097 -6.003 0.70
C 0.350 -2.054 -3.498 -0.70
Cl 0.147 -3.625 -4.161 0.71
S 0.451 1.368 1.938 0.66
C -0.600 0.456 2.957 -1.11
S -0.884 -1.153 2.428 0.61
C -1.179 0.978 4.090 -0.38
C -1.996 0.201 4.946 -0.24
N -2.646 -0.414 5.668 0.17
C -0.967 2.331 4.451 -0.25
N -0.821 3.441 4.716 0.16
C 3.278 -5.392 2.505 -0.08
C 1.979 -4.928 2.240 -0.07
C 1.769 -3.611 1.935 -0.11
C 2.839 -2.690 1.864 -0.19
C 2.664 -1.333 1.460 -0.22
C 3.753 -0.491 1.443 -0.11
C 5.030 -0.940 1.817 -0.07
C 5.221 -2.243 2.189 -0.02
C 4.142 -3.153 2.200 -0.17
C 4.329 -4.519 2.506 -0.03
H 3.436 -6.441 2.717 0.10
H 1.146 -5.616 2.273 0.11
H 0.765 -3.258 1.743 0.02
H 3.636 0.546 1.149 0.09
H 5.858 -0.244 1.807 0.11
H 6.200 -2.594 2.491 0.12
H 5.331 -4.867 2.725 0.11
C -1.584 4.542 -0.769 -0.08
C -2.666 3.591 -0.269 -0.21
N -2.202 2.213 -0.152 0.01
C -2.468 1.147 -0.888 -0.78
S -2.151 -0.427 -0.251 0.62
N -3.027 1.170 -2.101 0.01
C -3.301 2.259 -3.030 -0.23
C -4.794 2.550 -3.147 -0.07
H -1.991 5.543 -0.904 0.08
H -1.174 4.202 -1.718 0.04
H -0.774 4.583 -0.043 0.08
H -3.550 3.620 -0.904 0.09
H -2.975 3.892 0.734 0.13
H -1.579 2.050 0.633 0.04
H -3.227 0.250 -2.461 0.11
H -2.912 1.950 -4.003 0.11
H -2.750 3.147 -2.731 0.09
H -5.337 1.650 -3.433 0.08
H -4.965 3.307 -3.911 0.08
H -5.204 2.910 -2.204 0.07
```

---

Entry 2:
A structure of composition C24H32FeNO, computed with ωB97M-V/def2-TZVPD.

Total charge = -1
Gap between HOMO and LUMO (spin up / spin down) = 2.107 / 6.862 eV
E_HOMO (spin up / spin down) = 0.48 / -6.61 eV
2S+1 = 5

Structure (XYZ):
```
59
Properties=species:S:1:pos:R:3:lowdin_charge:R:1
C 2.233 -0.273 -2.777 -0.18
C 1.795 0.206 -1.400 -0.18
N 0.572 -0.521 -0.769 -0.09
C -0.520 -0.503 -1.827 -0.22
C -0.593 -1.628 -2.849 -0.15
C 1.027 -1.946 -0.344 -0.19
C 2.423 -2.475 -0.685 -0.16
H 3.113 0.323 -3.119 0.08
H 2.518 -1.329 -2.792 0.04
H 1.447 -0.150 -3.520 0.01
H 2.623 0.092 -0.666 0.09
H 1.591 1.272 -1.404 0.07
H -1.453 -0.360 -1.289 0.09
H -0.389 0.468 -2.301 0.05
H -1.587 -1.529 -3.337 0.06
H 0.165 -1.528 -3.630 0.03
H -0.474 -2.618 -2.394 0.06
H 0.971 -2.011 0.752 0.06
H 0.219 -2.627 -0.649 0.10
H 2.566 -3.384 -0.077 0.06
H 2.510 -2.770 -1.723 0.04
H 3.239 -1.757 -0.465 0.07
C -5.175 -3.301 -0.719 -0.10
O -4.246 -3.528 0.354 -0.08
C -3.527 -2.470 0.835 -0.30
C -2.409 -2.802 1.640 -0.04
C -1.366 -1.915 1.762 -0.12
C -1.404 -0.686 1.035 -0.17
C -0.099 0.040 0.625 -0.10
C -0.214 1.558 0.924 -0.24
C -0.475 2.374 2.150 -0.06
C -0.357 3.810 1.743 -0.12
C -0.118 3.826 0.307 -0.11
C -0.069 2.451 -0.155 -0.13
Fe 1.260 2.768 1.332 0.08
C 2.774 1.487 1.436 -0.16
C 2.488 2.052 2.743 -0.13
C 2.570 3.498 2.634 -0.13
C 2.898 3.835 1.255 -0.14
C 3.024 2.592 0.509 -0.15
C -2.699 -0.217 0.662 -0.08
C -3.741 -1.126 0.491 -0.05
H -5.588 -4.276 -1.028 0.09
H -6.049 -2.664 -0.428 0.09
H -4.636 -2.843 -1.562 0.08
H -2.391 -3.829 2.015 0.10
H -0.511 -2.219 2.382 0.03
H 0.699 -0.295 1.316 0.11
H -0.708 2.058 3.160 0.11
H -0.505 4.685 2.373 0.11
H -0.045 4.686 -0.339 0.10
H -0.047 2.095 -1.164 0.07
H 2.935 0.440 1.213 0.08
H 2.352 1.479 3.654 0.09
H 2.514 4.206 3.456 0.11
H 3.087 4.820 0.856 0.11
H 3.331 2.502 -0.526 0.10
H -2.886 0.824 0.365 0.11
H -4.666 -0.869 -0.042 0.10
```

---

Entry 3:
A structure of composition C4H5BiO2, computed with ωB97M-V/def2-TZVPD.

Total charge = +4
Gap between HOMO and LUMO (spin up / spin down) = 6.417 / 4.377 eV
E_HOMO (spin up / spin down) = -27.88 / -26.81 eV

Structure (XYZ):
```
12
Properties=species:S:1:pos:R:3:lowdin_charge:R:1
H 1.190 -2.166 -1.001 0.24
C 0.361 -1.435 -0.616 0.26
C 0.721 -1.597 0.641 -0.06
O 0.906 -1.249 1.763 -0.25
Bi 2.041 -0.489 3.230 2.37
H -0.662 -1.673 -0.914 0.18
O -1.977 1.479 0.410 0.40
C -1.073 1.286 -0.389 0.02
C -0.112 1.524 -1.227 0.27
H -1.918 0.988 1.260 0.23
H 0.797 2.018 -0.867 0.17
H -0.273 1.315 -2.290 0.18
```

---

Entry 4:
An isolated molecule of C4H5NO2, computed with ωB97M-V/def2-TZVPD.

Energy above the lowest of the compared OMol25 structures with the same formula, charge and spin = 48.3 kcal/mol
Gap between HOMO and LUMO = 10.506 eV
E_HOMO = -9.85 eV

Structure (XYZ):
```
12
Properties=species:S:1:pos:R:3:lowdin_charge:R:1
O 2.256 0.235 -1.351 0.08
C 2.040 -0.340 -0.323 -0.16
C 0.909 0.023 0.620 -0.43
O 1.189 0.613 1.641 0.11
N -0.343 -0.463 0.311 -0.01
C -1.183 -0.052 -0.796 -0.08
C -1.550 0.267 0.606 -0.09
H 2.711 -1.177 -0.071 0.13
H -1.710 -0.845 -1.322 0.11
H -0.832 0.776 -1.396 0.12
H -1.408 1.285 0.948 0.12
H -2.345 -0.284 1.095 0.11
```